10 unconnected molecules or ions with the total composition C6H30NO10 at a distorted geometry, computed with ωB97M-V/def2-TZVPD.

As for the energy relative to the best compared isomer or geometry (same formula, charge and spin): 1.619 eV. The total energy is -28666.06138 eV. The maximum force comes out at 2.0 eV Å⁻¹. The LUMO energy is -3.63 eV. The HOMO-LUMO gap is 9.671 eV. The value obtained for the molar mass is 276.3 g/mol.

Structure (ORCA input):
```
! wB97M-V def2-TZVPD RIJCOSX def2/J DEFGRID3
* xyz 1 1
C 0.844 2.902 -2.369
O -0.163 2.364 -1.463
C 2.234 2.827 -1.791
C 3.054 1.549 -1.526
C 2.459 0.440 -0.732
C 3.014 -0.289 0.214
C 0.757 -1.150 -1.162
N 1.095 0.065 -1.096
H 0.737 2.264 -3.246
H 0.577 3.912 -2.654
H -1.735 2.128 1.123
H 2.891 3.466 -2.393
H 2.266 3.490 -0.914
H 3.602 1.128 -2.377
H 3.933 1.986 -1.041
H 2.518 -1.064 0.785
H 4.012 -0.121 0.600
H 1.359 -2.046 -1.067
H -0.272 -1.417 -1.384
H 0.403 0.889 -1.107
H -3.816 -2.850 -0.090
H -2.736 -2.816 -0.972
O -3.038 -2.282 -0.214
H -2.443 -0.074 -0.381
H -1.204 -0.070 0.713
O -1.721 0.385 0.055
H 0.404 4.718 1.866
H 1.318 4.514 3.080
O 1.322 4.594 2.123
H 0.582 -0.806 2.261
H 0.833 -1.734 3.373
O 1.266 -1.006 2.904
H -1.391 -2.048 0.952
H -1.037 -3.491 0.981
O -0.912 -2.694 1.488
H -0.369 2.323 1.798
H -0.264 2.975 -0.736
O -1.016 2.773 1.246
H -1.579 -5.517 -1.330
H -1.201 -5.112 0.021
O -1.266 -4.735 -0.866
H -3.663 -1.628 -3.779
H -3.818 -0.539 -2.961
O -3.077 -1.137 -3.171
H -1.374 -1.810 5.591
H -1.746 -3.097 4.917
O -1.641 -2.158 4.735
*
```

natural (NBO) atomic charge list, values in e, 8 entries:
1 C -0.08
2 O -0.74
3 C -0.46
4 C -0.47
5 C 0.11
6 C -0.34
7 C 0.11
8 N -0.45

=====

6 unconnected molecules or ions with the total composition C4H10 at a distorted geometry, computed with ωB97M-V/def2-TZVPD.

As for the energy relative to the best compared isomer or geometry (same formula, charge and spin): 11.085 eV. The total energy is -4299.27727 eV. The maximum force comes out at 4.7 eV Å⁻¹. The LUMO energy is -1.14 eV. The HOMO-LUMO gap is 9.181 eV. The value obtained for the molar mass is 58.1 g/mol.

Structure (ORCA input):
```
! wB97M-V def2-TZVPD RIJCOSX def2/J DEFGRID3
* xyz 0 1
C -1.460 1.509 0.699
C -1.925 0.674 -0.552
C 1.442 -0.510 0.331
C 0.580 -0.229 1.323
H -2.122 2.493 0.652
H -0.317 1.498 0.429
H -1.576 1.166 1.752
H -2.908 1.089 -0.956
H -1.754 -0.355 -0.139
H -1.123 0.672 -1.430
H 1.977 0.942 -0.164
H 4.837 -3.875 -0.903
H 3.972 -3.753 -0.661
H 0.377 -1.321 -0.380
*
```

natural (NBO) atomic charge list, values in e, 8 entries:
1 C -0.64
2 C -0.64
3 C -0.76
4 C 0.13
5 H 0.20
6 H 0.22
7 H 0.23
8 H 0.23

=====

A single C4H10N2O4 molecule at a distorted geometry, computed with ωB97M-V/def2-TZVPD.

Its SMILES is NC(=O)O[C@@](N)(O)CCO. As for the energy relative to the best compared isomer or geometry (same formula, charge and spin): 4.095 eV. The total energy is -15476.77265 eV. The maximum force comes out at 8.7 eV Å⁻¹. The LUMO energy is 0.43 eV. The HOMO-LUMO gap is 9.989 eV. The value obtained for the molar mass is 150.1 g/mol.

Structure (ORCA input):
```
! wB97M-V def2-TZVPD RIJCOSX def2/J DEFGRID3
* xyz 0 1
N 0.316 -1.830 3.189
C -0.507 -1.261 2.014
O -1.700 -1.846 1.807
O 0.036 -0.119 1.263
C -0.149 -0.267 -0.191
N 0.157 -1.680 -0.681
O -1.550 0.158 -0.475
C 0.973 0.724 -0.912
C 0.323 2.120 -1.511
O -0.271 2.930 -0.434
H -0.307 -1.900 4.038
H 0.540 -2.837 2.948
H -0.181 -1.807 -1.679
H 1.206 -1.720 -0.771
H -1.715 0.216 -1.462
H 1.482 0.185 -1.847
H 1.847 1.042 -0.164
H -0.490 1.813 -2.317
H 1.134 2.757 -2.085
H -1.144 3.324 -0.729
*
```

natural (NBO) atomic charge list, values in e, 8 entries:
1 N -0.90
2 C 0.89
3 O -0.56
4 O -0.52
5 C 0.67
6 N -0.86
7 O -0.71
8 C -0.49

=====

2 unconnected molecules or ions with the total composition C9H6FNO2 at a distorted geometry, computed with ωB97M-V/def2-TZVPD.

As for the energy relative to the best compared isomer or geometry (same formula, charge and spin): 2.426 eV. The total energy is -17727.96058 eV. The maximum force comes out at 5.9 eV Å⁻¹. The LUMO energy is 0.29 eV. The HOMO-LUMO gap is 8.707 eV. The value obtained for the molar mass is 179.2 g/mol.

Structure (ORCA input):
```
! wB97M-V def2-TZVPD RIJCOSX def2/J DEFGRID3
* xyz 0 1
C -2.605 -0.457 -1.293
C -1.526 -0.717 -2.113
C -2.370 0.110 -0.059
C -0.166 -0.410 -1.714
C -1.049 0.274 0.402
C 0.079 0.024 -0.406
C -0.677 0.858 1.654
C 0.538 1.028 1.948
C 4.061 -0.860 1.335
N 1.231 0.159 0.201
O 4.347 -1.361 0.352
O 3.746 -0.302 2.281
F 2.065 1.078 -0.428
H -3.546 -0.544 -1.841
H -1.681 -1.065 -3.105
H -3.276 0.150 0.561
H 0.821 -0.652 -2.298
H -1.471 1.290 2.227
H 1.479 1.395 2.296
*
```

natural (NBO) atomic charge list, values in e, 8 entries:
1 C -0.24
2 C -0.18
3 C -0.19
4 C -0.20
5 C -0.08
6 C 0.07
7 C -0.26
8 C 0.04

=====

A molecular structure, C12H36FNaO6S6 at a distorted geometry, computed with ωB97M-V/def2-TZVPD.

As for the energy relative to the best compared isomer or geometry (same formula, charge and spin): 11.039 eV. The total energy is -97441.76971 eV. The maximum force comes out at 5.8 eV Å⁻¹. The LUMO energy is -0.65 eV. The HOMO-LUMO gap is 7.655 eV. The value obtained for the molar mass is 510.8 g/mol.

Structure (ORCA input):
```
! wB97M-V def2-TZVPD RIJCOSX def2/J DEFGRID3
* xyz 0 1
Na 1.859 1.374 0.862
F 0.332 0.215 0.245
C -1.402 -1.775 0.644
S -2.697 -2.586 -0.434
O -4.088 -2.031 -0.184
C -2.121 -1.816 -2.044
H -1.253 -2.290 1.593
H -1.648 -0.722 0.780
H -0.402 -1.742 0.214
H -2.739 -2.243 -2.834
H -1.056 -1.985 -2.205
H -2.100 -0.727 -2.010
C -0.646 1.874 3.723
S 0.712 2.848 2.934
O 1.828 1.847 2.771
C -0.066 2.893 1.259
H -1.510 2.495 3.964
H -0.380 1.310 4.617
H -1.022 1.088 3.069
H -0.061 1.910 0.788
H 0.431 3.621 0.618
H -1.112 3.179 1.363
C 1.230 0.243 -4.620
S -0.197 -0.083 -3.577
O -0.194 -1.546 -3.197
C 0.236 1.101 -2.207
H 1.307 1.308 -4.841
H 1.159 -0.271 -5.578
H 2.143 -0.170 -4.191
H -0.250 0.783 -1.285
H -0.250 2.010 -2.561
H 1.322 1.110 -2.107
C 0.847 -0.728 2.057
S 1.656 -1.401 3.623
O 2.992 -2.050 3.238
C 2.098 0.272 4.352
H 0.222 0.163 2.125
H 0.333 -1.570 1.594
H 1.672 -0.463 1.395
H 2.662 0.902 3.663
H 2.663 0.061 5.260
H 1.235 0.854 4.674
C -3.954 0.646 -0.752
S -2.848 1.889 -1.525
O -3.452 3.188 -1.063
C -1.318 1.559 -0.484
H -4.920 0.593 -1.255
H -4.091 0.808 0.318
H -3.556 -0.338 -0.999
H -0.966 0.550 -0.696
H -1.564 1.414 0.568
H -0.577 2.335 -0.675
C 2.479 -3.411 -0.974
S 2.317 -1.807 -0.103
O 3.747 -1.424 0.332
C 1.914 -0.732 -1.535
H 3.052 -3.260 -1.890
H 1.451 -3.744 -1.116
H 3.012 -4.139 -0.362
H 0.915 -0.904 -1.937
H 2.688 -0.752 -2.302
H 1.931 0.268 -1.103
*
```

natural (NBO) atomic charge list, values in e, 8 entries:
1 Na 0.93
2 F -0.87
3 C -0.82
4 S 1.18
5 O -0.99
6 C -0.82
7 H 0.23
8 H 0.22

=====

Q: Which value of maximum force does entry 5 give?
A: 5.8 eV Å⁻¹